# 1
Computed, not measured: C25H35F3KN8O4S as an isolated structure in a non-equilibrium geometry, with ωB97M-V with the def2-TZVPD basis set.

```
77
Properties=species:S:1:pos:R:3:mulliken_charge:R:1
K -0.48 -0.13 0.14 0.871
S 2.63 -0.75 -2.04 -0.391
F -2.92 4.37 -1.57 -0.265
F -0.78 4.45 -1.27 -0.244
F -1.59 3.82 -3.18 -0.324
O -2.88 1.69 -1.42 -0.869
O 1.42 2.16 2.95 -0.811
O -0.62 1.77 -1.20 0.710
O 1.26 -0.61 4.60 -0.781
N 1.85 -2.01 1.38 0.630
N -1.89 1.38 1.86 -0.031
N 2.12 1.75 -2.90 0.188
N -1.64 -2.22 1.39 0.283
N -0.47 -2.78 -1.05 0.359
N 0.48 0.10 2.54 0.243
N 2.96 1.57 -0.74 0.163
N -2.71 -1.23 -1.05 0.255
C 2.27 2.74 -0.17 -0.774
C 3.68 0.80 0.28 -1.445
C -2.04 4.16 1.89 -0.583
C 0.47 1.43 2.62 -0.475
C -1.77 3.74 -1.84 0.425
C -3.05 -1.89 1.34 -0.883
C 2.58 -2.97 0.82 -0.348
C -0.85 3.51 2.20 -0.425
C -3.03 2.02 1.57 -0.104
C -2.42 -1.90 -2.30 -1.055
C 3.46 -3.68 2.92 -0.477
C 1.24 1.26 -3.95 -1.043
C 1.92 -1.86 2.71 0.888
C -1.26 -3.60 1.14 -0.991
C 1.18 -0.69 3.37 -0.725
C 2.71 -2.68 3.51 -0.699
C -1.09 -3.89 -0.37 -0.905
C -0.82 2.12 2.18 0.910
C -1.76 2.24 -1.42 -0.105
C 2.54 0.95 -1.88 0.449
C -0.96 -2.45 -2.37 -0.189
C 3.40 -3.83 1.54 -0.966
C -3.15 3.40 1.58 -0.724
C 2.43 3.16 -3.01 -1.077
C -3.61 -1.87 -0.10 -1.009
H 2.99 0.19 0.87 0.541
H 0.54 -2.80 -1.01 -0.142
H 2.54 -3.04 -0.26 0.259
H 3.98 -4.59 1.02 0.435
H -4.10 3.86 1.31 0.396
H -2.56 -1.20 -3.13 0.422
H -3.67 -2.57 1.94 0.409
H -2.09 5.24 1.89 0.389
H -0.30 -1.68 -2.77 -0.141
H -3.12 -2.72 -2.47 0.391
H -2.90 -0.24 -1.16 0.292
H -1.98 -4.32 1.57 0.388
H -4.59 -1.38 -0.07 0.469
H 1.60 3.81 -2.71 0.199
H -3.80 -2.90 -0.43 0.421
H 4.08 -4.33 3.52 0.398
H 4.41 0.15 -0.18 0.445
H -0.54 -4.83 -0.49 0.507
H 4.17 1.51 0.94 0.393
H 1.24 0.18 -3.96 0.321
H 3.31 3.40 -2.41 0.343
H 1.61 1.62 -4.91 0.353
H 1.35 2.94 -0.70 0.014
H -3.15 -0.89 1.76 0.207
H 2.67 3.37 -4.05 0.422
H 2.90 3.62 -0.16 0.233
H -0.30 -3.76 1.64 0.300
H -0.94 -3.29 -3.08 0.409
H 0.23 1.64 -3.80 0.198
H 0.05 4.04 2.46 0.462
H 2.01 2.50 0.86 0.293
H -2.07 -4.06 -0.81 0.325
H -3.87 1.40 1.29 0.253
H -1.22 -1.86 2.23 0.169
H 2.72 -2.49 4.57 0.570
```

Results
Total charge = -1

***

# 2
Computed, not measured: a 7-piece molecular cluster, C25H35FO21 overall in a non-equilibrium geometry, with ωB97M-V with the def2-TZVPD basis set.

```
82
Properties=species:S:1:pos:R:3:mulliken_charge:R:1
F -1.80 0.08 0.35 -0.291
O -0.68 4.08 -0.93 -0.200
O 7.69 -2.48 2.71 -0.509
O 8.20 -1.61 0.69 -0.350
O -0.50 -1.81 4.61 -0.376
O -4.30 1.67 -1.39 -0.504
O -4.26 1.59 0.85 -0.124
O -6.85 -3.12 -2.54 -0.550
O 6.09 -1.70 1.34 -0.341
O 1.55 -1.92 -2.52 -0.306
O -5.04 -2.51 -1.37 -0.422
O -5.83 2.80 -0.18 -0.365
O -0.31 -3.23 -2.66 -0.525
O -1.35 -2.38 6.61 -0.531
O 0.04 -0.62 6.41 -0.373
O -0.09 1.27 1.15 -0.351
O -0.77 4.52 -3.12 -0.524
O -1.63 5.96 -1.62 -0.370
O 1.92 0.39 1.66 -0.543
O 0.34 -1.93 -4.38 -0.377
O 1.03 0.10 -0.38 -0.118
O -4.79 -3.53 -3.32 -0.398
C 1.23 -0.81 -4.50 -0.415
C -4.78 1.96 -0.35 0.655
C -4.98 2.22 1.89 -0.336
C 0.28 -0.74 4.10 0.211
C 6.01 -1.35 -0.03 0.534
C 2.21 0.06 5.63 -1.419
C 7.48 -1.08 -0.43 -0.382
C -3.01 -3.33 -0.38 -1.437
C -1.21 4.65 0.27 0.069
C 5.03 -0.27 -0.36 -1.232
C 0.73 0.06 5.34 0.479
C -0.04 0.71 -1.06 -0.290
C 1.05 0.57 0.88 0.505
C -0.97 1.12 0.06 0.731
C -0.67 -1.67 5.95 0.583
C -3.62 -2.57 -1.52 0.970
C -5.67 -3.07 -2.43 0.537
C -1.02 4.83 -2.01 0.636
C 0.46 -2.45 -3.13 0.534
C -1.84 5.97 -0.19 -0.338
C 3.43 -2.07 -4.10 -1.291
C -6.26 2.69 1.18 -0.460
C -3.42 -3.24 -2.90 -0.254
C 7.37 -1.98 1.69 0.595
C 2.32 -1.20 -3.50 0.589
H 7.69 -0.01 -0.50 0.297
H -1.93 -3.16 -0.35 0.300
H -1.93 3.97 0.72 -0.058
H -2.82 -4.15 -2.84 0.295
H 7.84 -1.63 -1.29 0.273
H -0.58 0.08 -1.77 0.222
H 0.33 1.08 5.29 0.209
H -3.13 -2.58 -3.71 0.258
H 5.74 -2.27 -0.58 0.150
H 3.23 -3.11 -3.85 0.361
H 3.49 -1.90 -5.17 0.311
H 4.01 -0.55 -0.12 0.195
H -3.27 -1.55 -1.64 -0.101
H -6.61 3.65 1.55 0.302
H -3.39 -2.90 0.55 0.384
H -7.09 1.98 1.25 0.301
H -2.91 6.02 -0.04 0.267
H -0.28 -0.12 3.39 -0.057
H 2.75 -0.36 -2.97 0.302
H 4.38 -1.86 -3.63 0.270
H -1.34 6.85 0.20 0.253
H 5.27 0.69 0.11 0.418
H 2.73 0.64 4.86 0.365
H 1.18 -1.06 3.57 0.187
H -3.18 -4.40 -0.43 0.416
H 0.69 0.11 -4.32 0.265
H 5.11 -0.09 -1.44 0.343
H -0.41 4.77 0.99 0.324
H -5.31 1.53 2.67 0.276
H 2.34 0.70 6.52 0.382
H 2.68 -0.90 5.79 0.341
H 0.31 1.62 -1.56 0.256
H 1.65 -0.81 -5.51 0.344
H -4.44 3.07 2.32 0.293
H -1.56 2.01 -0.13 -0.271
```

Results
SMILES = O=C1OC[C@@H](F)O1.C[C@H]1COC(=O)O1.C[C@H]1COC(=O)O1.C[C@H]1COC(=O)O1.C[C@H]1COC(=O)O1.O=C1OCCO1.O=C1OCCO1
Total charge = 0

***

E_HOMO, respectively: -0.2000 -0.3866 Eh.
Energy relative to the best compared isomer or geometry (same formula, charge and spin), respectively: 77.1 0.0 kJ/mol.